{
  "formula": "C5H7N2",
  "method": "the ωB97M-V functional and the def2-TZVPD basis",
  "symbols": ["N", "N", "C", "C", "C", "C", "C", "H", "H", "H", "H", "H", "H", "H"],
  "coordinates": [[-1.705844, 0.247357, 0.504483], [-1.001919, -1.264624, 2.086753], [-0.277883, -2.083278, 1.307040], [-0.574830, 0.579746, -0.205423], [0.098290, -0.589666, -0.615642], [-0.313092, 1.974724, -0.293293], [-1.824549, -0.505885, 1.454151], [-0.091339, 2.613946, 0.652402], [-0.656504, -2.922367, 0.593915], [1.231881, -0.648123, -0.749794], [-0.241207, -1.464635, -1.168635], [-1.167743, 2.396056, -0.582522], [0.613879, 2.153196, -0.856708], [0.706639, -2.073374, 1.732051]],
  "atomic_forces_ev_per_a": [[-1.755, -1.346, 2.077], [-1.167, 0.284, -0.320], [-0.702, -0.411, -0.529], [-0.030, -3.265, 0.613], [2.089, 0.158, 0.046], [5.506, 1.202, 2.360], [2.029, 0.553, -2.697], [-0.485, -1.758, -0.724], [0.560, 1.881, 1.327], [-1.528, 1.079, 0.127], [-1.069, 0.385, 0.513], [-3.235, 2.013, -2.064], [-0.845, 0.192, -0.529], [0.631, -0.969, -0.200]],
  "mulliken_charge": [-0.248, -0.311, -0.339, 0.849, -0.920, -1.195, 0.623, 0.342, 0.367, 0.311, 0.403, 0.407, 0.335, 0.376],
  "charge": 1,
  "smiles": "C=[N+]=C=NC(=C)C",
  "energy_ev": -8265.657,
  "homo_lumo_gap_ev": [8.13, 8.13]
}